Record 1
Formula: C4H9N2O2
Source: OMol25
Level of theory: ωB97M-V/def2-TZVPD

Output
energy above the lowest of the compared OMol25 structures with the same formula, charge and spin: 265.00 kJ/mol
Kohn-Sham gap: 7.6 eV
total charge: -1
spin multiplicity: 1
HOMO: -3.46 eV
E_tot: -11368.419 eV

Geometry as XYZ:
```
17
C4H9N2O2, DFT ωB97M-V/def2-TZVPD
O -2.774 0.042 -0.188
C -1.657 0.508 -0.009
N -1.407 1.614 0.766
C -0.423 0.065 -0.786
C -0.193 -1.432 -0.871
N 0.786 0.751 -0.339
C 1.912 -0.229 1.017
O 2.558 -1.277 0.834
H -2.049 1.731 1.530
H -0.343 1.596 0.773
H -0.608 0.390 -1.819
H 0.790 -1.575 -1.326
H -0.856 -2.080 -1.450
H -0.116 -1.967 0.081
H 0.937 1.615 -0.849
H 0.937 -0.428 1.479
H 2.504 0.676 1.156
```

---

Record 2
Formula: CHCl2NO
Source: OMol25
Level of theory: ωB97M-V/def2-TZVPD

Output
energy above the lowest of the compared OMol25 structures with the same formula, charge and spin: 138.59 kJ/mol
Kohn-Sham gap (alpha / beta): 8.8 / 8.8 eV
spin multiplicity: 1
HOMO (alpha / beta): -9.92 / -9.91 eV
E_tot: -29631.883 eV

Geometry as XYZ:
```
6
CHCl2NO, DFT ωB97M-V/def2-TZVPD
C -1.564 1.064 -0.305
N 0.364 0.284 -0.281
O -2.246 1.967 -0.762
Cl -2.211 0.016 0.859
Cl 1.120 1.409 0.724
H 0.512 0.662 -1.161
```

---

Record 3
Formula: C12H22BBr2MnN5O19
Source: OMol25
Level of theory: ωB97M-V/def2-TZVPD

Output
Kohn-Sham gap (alpha / beta): 5.8 / 2.6 eV
total charge: +1
spin multiplicity: 7
HOMO (alpha / beta): -12.09 / -12.09 eV
E_tot: -231212.830 eV

Geometry as XYZ:
```
62
C12H22BBr2MnN5O19, DFT ωB97M-V/def2-TZVPD
Mn 1.163 -0.646 -3.289
O 6.357 -1.671 3.835
C 5.718 -2.008 2.880
O 5.678 -1.454 1.694
B 4.730 -2.145 0.796
O 4.083 -3.156 1.668
C 4.671 -3.204 2.881
O 4.365 -4.074 3.755
O 5.432 -2.808 -0.333
C 4.762 -2.488 -1.422
O 4.988 -2.916 -2.537
C 3.695 -1.427 -1.081
O 3.771 -1.202 0.168
O 3.006 -0.861 -1.909
C -0.931 0.523 -0.888
O 0.209 0.121 -1.614
H -0.909 0.003 0.070
H -0.983 1.590 -0.673
H -1.922 0.293 -1.279
Br -1.969 4.356 -1.811
C -0.012 4.196 -2.107
C 0.652 5.276 -2.942
Br 2.609 5.024 -2.933
H -0.032 3.265 -2.674
H 0.492 4.075 -1.149
H 0.684 6.223 -2.405
H 0.167 5.283 -3.918
C 0.686 -2.177 1.524
N -0.022 -1.462 2.547
O -1.256 -1.441 2.571
O 0.669 -0.843 3.360
H 0.434 -1.667 0.594
H 0.304 -3.198 1.519
H 1.763 -2.028 1.606
C -3.726 1.329 2.205
N -4.104 -0.099 2.480
O -3.920 -0.488 3.615
O -4.643 -0.760 1.562
H -4.614 1.962 2.219
H -3.338 1.359 1.187
H -3.064 1.632 3.016
C 2.546 1.652 1.038
N 3.518 2.491 0.229
O 4.485 1.931 -0.145
O 3.150 3.678 0.035
H 2.040 0.928 0.399
H 1.848 2.344 1.510
H 3.125 1.146 1.810
C -2.326 -2.860 -0.584
N -3.515 -3.404 -1.288
O -4.408 -3.960 -0.596
O -3.552 -3.402 -2.527
H -2.692 -2.037 0.029
H -1.607 -2.508 -1.324
H -1.908 -3.632 0.063
C -5.669 0.478 -1.229
N -4.593 1.061 -2.172
O -4.149 0.346 -3.043
O -4.332 2.274 -2.072
H -5.747 -0.607 -1.296
H -6.652 0.942 -1.310
H -5.205 0.850 -0.316
```

---

Record 4
Formula: C5H9NO
Source: OMol25
Level of theory: ωB97M-V/def2-TZVPD

Output
energy above the lowest of the compared OMol25 structures with the same formula, charge and spin: 451.63 kJ/mol
Kohn-Sham gap (alpha / beta): 7.5 / 7.4 eV
spin multiplicity: 1
HOMO (alpha / beta): -6.62 / -6.43 eV
E_tot: -8864.532 eV

Geometry as XYZ:
```
16
C5H9NO, DFT ωB97M-V/def2-TZVPD
O 1.162 -0.667 2.531
C 0.749 0.114 1.443
C 1.359 -0.180 0.040
C -0.035 -0.139 -0.464
C -1.518 0.659 -2.046
N -0.477 -0.105 -1.711
C -0.690 -0.087 0.880
H 0.995 -1.591 2.302
H 0.916 1.152 1.744
H 1.831 -1.169 -0.020
H 2.075 0.566 -0.338
H -1.721 1.407 -1.322
H -2.226 0.767 -2.855
H 0.113 -0.387 -2.488
H -1.411 0.700 1.112
H -1.131 -1.051 1.191
```

---

Record 5
Formula: C4H5O6Tl
Source: OMol25
Level of theory: ωB97M-V/def2-TZVPD

Output
energy above the lowest of the compared OMol25 structures with the same formula, charge and spin: 68.91 kJ/mol
Kohn-Sham gap (alpha / beta): 8.3 / 4.3 eV
total charge: +1
spin multiplicity: 2
HOMO (alpha / beta): -13.43 / -13.43 eV
E_tot: -21198.241 eV

Geometry as XYZ:
```
16
C4H5O6Tl, DFT ωB97M-V/def2-TZVPD
O -3.240 -0.438 -0.536
C -2.537 -0.729 0.469
O -3.059 -1.168 1.528
O -1.213 -0.613 0.441
Tl -4.849 -1.063 0.548
C -0.613 -0.143 -0.814
C 0.847 -0.305 -0.511
H -0.914 -0.837 -1.607
H -0.883 0.904 -0.996
H 1.130 -1.298 -0.147
O 1.312 0.732 0.351
C 2.624 0.882 0.440
O 3.454 0.234 -0.150
O 2.877 1.910 1.240
H 3.831 2.044 1.301
H 1.232 -0.112 -1.556
```

---

Record 6
Formula: C20H22N4O4
Source: OMol25
Level of theory: ωB97M-V/def2-TZVPD

Output
energy above the lowest of the compared OMol25 structures with the same formula, charge and spin: 383.88 kJ/mol
Kohn-Sham gap: 7.9 eV
spin multiplicity: 1
HOMO: -8.28 eV
E_tot: -35245.664 eV

Geometry as XYZ:
```
50
C20H22N4O4, DFT ωB97M-V/def2-TZVPD
N -3.101 2.593 -0.449
C -1.775 2.578 -0.196
O -1.302 2.921 0.864
C -0.941 2.047 -1.350
H 0.090 2.373 -1.215
H -1.317 2.411 -2.306
C -1.010 0.502 -1.340
N -0.209 -0.060 -2.408
C -0.697 -0.142 -3.671
O -1.812 0.252 -3.958
C 0.230 -0.744 -4.670
C 0.117 -0.333 -5.995
C 0.943 -0.866 -6.966
C 1.881 -1.827 -6.625
C 1.984 -2.257 -5.312
C 1.165 -1.719 -4.335
H 1.236 -2.086 -3.321
H 2.703 -3.019 -5.049
H 2.525 -2.248 -7.382
H 0.854 -0.537 -7.991
H -0.629 0.407 -6.243
H 0.757 -0.267 -2.220
C -0.587 -0.018 0.006
C -1.494 -0.614 0.845
C -1.147 -1.024 2.139
C 0.175 -0.832 2.627
N 0.539 -1.237 3.854
H -0.218 -1.608 4.424
C 1.779 -0.957 4.525
C 1.795 0.381 5.252
C 0.575 0.881 5.964
C 1.063 1.579 4.730
H 1.531 2.546 4.838
H 0.479 1.489 3.827
H 0.700 1.367 6.919
H -0.334 0.302 5.892
H 2.750 0.562 5.731
H 1.934 -1.755 5.259
H 2.610 -0.998 3.815
C 1.086 -0.222 1.735
C 0.720 0.171 0.478
H 1.454 0.653 -0.151
H 2.093 -0.034 2.068
N -2.184 -1.581 2.920
O -3.293 -1.684 2.428
O -1.944 -1.941 4.073
H -2.515 -0.772 0.533
H -2.044 0.202 -1.546
H -3.736 2.881 0.277
H -3.477 2.286 -1.328
```

---

Record 7
Formula: C9H18Cl2OSW
Source: OMol25
Level of theory: ωB97M-V/def2-TZVPD

Output
energy above the lowest of the compared OMol25 structures with the same formula, charge and spin: 18.87 kJ/mol
Kohn-Sham gap (alpha / beta): 7.5 / 8.0 eV
spin multiplicity: 3
HOMO (alpha / beta): -7.98 / -8.85 eV
E_tot: -49374.093 eV

Geometry as XYZ:
```
32
C9H18Cl2OSW, DFT ωB97M-V/def2-TZVPD
W -0.601 -3.223 -0.002
Cl 0.394 -4.530 -1.471
Cl -2.747 -2.777 0.263
C -0.878 1.009 -2.649
H -0.953 0.590 -3.649
H -1.801 1.420 -2.237
C 0.727 -2.160 1.020
C 0.288 1.245 -2.088
H 0.053 -1.280 1.385
C 1.644 0.507 -2.370
H 0.271 1.693 -1.079
C 1.876 -1.024 -2.204
H 1.883 0.749 -3.440
H 2.392 0.990 -1.702
C 2.578 -1.601 -0.938
H 0.950 -1.565 -2.457
H 2.580 -1.271 -3.024
C 2.022 -1.466 0.520
H 2.721 -2.671 -1.144
H 3.619 -1.215 -0.943
H 2.888 -1.818 1.117
H 1.935 -0.376 0.687
C -3.025 2.958 2.378
S -1.326 2.347 2.433
C -1.607 0.762 3.245
O -0.884 2.071 1.031
H -3.355 3.160 3.402
H -3.661 2.203 1.898
H -3.021 3.889 1.800
H -2.567 0.352 2.906
H -0.779 0.091 2.985
H -1.620 0.940 4.326
```

---

Record 8
Formula: C31H38N6O2
Source: OMol25
Level of theory: ωB97M-V/def2-TZVPD

Output
energy above the lowest of the compared OMol25 structures with the same formula, charge and spin: 0.00 kJ/mol
Kohn-Sham gap: 7.6 eV
spin multiplicity: 1
HOMO: -7.10 eV
E_tot: -45801.762 eV

Geometry as XYZ:
```
77
C31H38N6O2, DFT ωB97M-V/def2-TZVPD
C 4.204 3.910 -1.951
C 3.470 3.875 -0.651
C 4.061 3.706 0.562
C 3.284 3.690 1.750
C 1.932 3.878 1.667
C 1.273 4.005 0.389
O 0.064 4.084 0.213
N 2.121 4.016 -0.707
H 1.666 4.106 -1.608
C 0.995 3.856 2.849
N 0.127 2.699 2.762
C 0.503 1.493 3.246
O 1.461 1.341 3.984
C -0.375 0.386 2.766
C -0.439 0.160 1.405
C -1.198 -0.887 0.859
C -1.929 -1.717 1.696
C -1.886 -1.500 3.067
N -2.508 -2.147 4.100
C -2.138 -1.529 5.267
C -1.288 -0.490 5.034
C -1.101 -0.450 3.622
C -0.690 0.423 6.047
H -1.082 1.433 5.925
H -0.920 0.076 7.052
H 0.390 0.472 5.919
H -2.516 -1.885 6.208
C -3.415 -3.272 4.049
C -4.702 -2.917 3.301
H -4.503 -2.713 2.253
H -5.155 -2.031 3.741
H -5.408 -3.740 3.368
C -2.736 -4.513 3.467
H -2.493 -4.372 2.418
H -1.814 -4.721 4.006
H -3.395 -5.372 3.558
H -3.678 -3.490 5.092
H -2.535 -2.499 1.265
C -1.211 -1.094 -0.591
C -1.168 -0.033 -1.492
N -1.156 -0.168 -2.802
C -1.202 -1.390 -3.344
N -1.262 -1.440 -4.711
C -0.907 -2.612 -5.475
H -1.144 -3.524 -4.933
C 0.581 -2.578 -5.836
N 0.860 -1.379 -6.606
C 2.229 -1.341 -7.069
H 2.959 -1.319 -6.244
H 2.371 -0.453 -7.682
H 2.423 -2.221 -7.680
C 0.513 -0.196 -5.837
C -0.970 -0.238 -5.463
H -1.233 0.622 -4.851
H -1.574 -0.253 -6.375
H 0.714 0.685 -6.450
H 1.112 -0.123 -4.911
H 0.834 -3.449 -6.446
H 1.180 -2.615 -4.906
H -1.493 -2.595 -6.400
C -1.261 -2.532 -2.525
C -1.261 -2.372 -1.159
H -1.275 -3.245 -0.521
H -1.300 -3.525 -2.942
H -1.153 0.992 -1.144
H 0.144 0.780 0.739
H -0.561 2.740 2.024
H 1.537 3.796 3.792
H 0.367 4.750 2.833
C 3.967 3.454 3.060
H 5.014 3.204 2.908
H 3.481 2.634 3.588
H 3.912 4.342 3.689
H 5.129 3.579 0.625
H 3.851 3.114 -2.607
H 5.270 3.783 -1.791
H 4.035 4.861 -2.455
```

---

- Which formula does entry 2 have?
  CHCl2NO